No. 1
20
Properties=species:S:1:pos:R:3 method="wB97M-V/def2-TZVPD" de_lowest_ev=0.000 mol_weight_da=203.21
S -1.548 1.963 -1.263
F 0.658 -2.292 0.494
F -1.078 0.386 -3.780
O -0.472 2.969 -1.439
N 0.643 1.080 1.399
C -1.582 1.411 0.541
C 0.695 -2.027 -1.784
C -0.702 0.358 -1.569
C -0.564 0.339 0.875
C 0.278 -1.456 -2.978
C -0.339 -0.321 -0.455
C -0.491 -0.302 -2.764
C 0.356 -1.559 -0.571
H 1.019 -3.053 -1.949
H -1.268 2.421 0.994
H 1.326 0.417 1.470
H -2.639 1.233 0.725
H 0.203 -2.024 -3.907
H -0.811 -0.441 1.666
H 0.984 1.831 0.819

---

No. 2
79
Properties=species:S:1:pos:R:3 method="wB97M-V/def2-TZVPD" charge=+1 de_lowest_ev=2.234 mol_weight_da=815.11
Ir 0.232 0.143 0.744
S -0.157 2.410 1.154
S 2.028 -1.102 1.104
S 2.975 -0.404 -2.063
P 3.597 -0.511 -0.262
Si -0.695 4.263 4.362
O 4.255 0.730 0.455
O 4.654 -1.629 -0.012
O -4.399 3.924 -3.003
N -4.308 2.205 -1.551
N -0.175 0.464 2.653
N -2.733 3.935 -1.427
N -1.806 0.161 0.176
C 5.672 -1.845 1.026
C -0.533 1.500 5.109
C 5.164 -1.602 2.430
C 4.007 2.169 0.496
C -2.359 1.085 -0.618
C -0.442 7.381 -2.292
C -0.524 5.230 2.776
C -2.387 4.487 5.112
C 0.384 8.609 -2.560
C -2.591 -0.676 0.860
C -2.008 5.107 -1.771
C 3.088 2.672 -0.594
C 6.903 -1.033 0.681
C -0.182 -0.380 3.688
C -0.502 2.392 4.034
C -0.324 1.796 2.794
C -3.734 1.259 -0.722
C -0.141 6.532 -1.230
C -1.536 7.055 -3.081
C 3.529 2.492 1.897
C -0.907 5.411 -0.974
C -0.378 0.127 4.954
C 0.649 4.724 5.571
C -4.548 0.390 0.011
C -3.970 -0.594 0.785
C -2.325 5.937 -2.838
C -3.818 3.422 -2.070
H -2.096 -1.437 1.447
H 5.888 -2.905 0.904
H -2.484 3.952 6.059
H 0.495 5.745 5.928
H 0.275 9.338 -1.754
H 3.464 3.573 2.026
H -0.644 4.760 -0.147
H -1.376 5.097 2.106
H -0.671 1.888 6.112
H 0.663 4.070 6.445
H -3.168 4.124 4.441
H 3.003 3.755 -0.488
H -3.171 5.718 -3.468
H 0.390 4.984 2.231
H -2.582 5.543 5.309
H 5.970 -1.848 3.124
H 3.475 2.445 -1.584
H 4.309 -2.235 2.663
H 6.729 0.029 0.852
H 7.735 -1.354 1.309
H 4.222 2.095 2.639
H 2.093 2.243 -0.507
H 4.890 -0.559 2.583
H -2.470 3.525 -0.546
H -0.396 -0.541 5.802
H 0.711 6.748 -0.595
H 4.999 2.593 0.341
H -0.475 6.293 3.026
H -4.577 -1.292 1.343
H -5.625 0.487 -0.047
H -1.679 1.670 -1.220
H -0.030 -1.428 3.473
H -5.242 2.027 -1.885
H 2.543 2.060 2.071
H 7.180 -1.184 -0.361
H 1.634 4.680 5.103
H -1.793 7.691 -3.920
H 1.443 8.363 -2.639
H 0.080 9.092 -3.488

---

No. 3
102
Properties=species:S:1:pos:R:3 method="wB97M-V/def2-TZVPD" de_lowest_ev=0.088 mol_weight_da=976.31 multiplicity=2
Ru -0.994 -0.482 0.188
Cl 0.104 -4.388 4.122
Cl -2.640 -3.468 4.024
Cl -0.634 -1.873 5.388
O 1.076 -3.225 1.836
O -0.306 -3.004 0.087
O 0.183 2.521 3.256
O 2.691 -2.172 -1.336
N -8.712 1.119 -6.394
N 0.958 0.075 0.809
N 1.300 -4.262 -1.510
N 0.715 -1.053 -1.613
N -1.116 1.472 1.704
N -1.243 0.800 -1.327
N -0.997 -1.403 1.964
N -2.872 -1.116 -0.174
C 1.586 -0.616 -5.144
C 0.645 -1.167 -2.989
C -5.020 -1.326 -0.849
C -3.712 3.991 1.112
C 0.560 -1.287 -5.784
C 1.650 -0.539 -3.765
C -4.415 0.277 -4.425
C -2.293 2.162 1.808
C 3.332 -0.094 2.235
C -5.471 0.421 -5.296
C -4.575 2.298 2.576
C -6.868 1.161 -3.466
C -2.241 0.891 -2.254
C 1.331 -4.664 -0.091
C -1.518 -2.496 -2.878
C -3.148 0.424 3.419
C -3.802 -0.624 -1.047
C -4.766 3.455 1.833
C 1.124 0.773 1.933
C -7.808 1.001 -5.696
C -4.790 -2.266 0.149
C -0.248 1.643 -1.724
C 0.006 1.690 2.368
C -0.438 -1.873 -5.027
C 3.162 -0.802 1.058
C 0.757 -6.582 -1.459
C -0.746 -2.170 2.795
C -0.913 -2.957 3.990
C -2.476 3.372 1.092
C 1.797 -1.362 -0.944
C -3.507 0.277 -2.102
C -0.420 -1.819 -3.641
C -1.845 1.797 -3.270
C 0.479 -5.931 -0.095
C -5.814 0.994 -2.600
C -0.580 2.256 -2.923
C 2.802 0.185 -3.139
C 2.299 0.716 2.675
C -3.358 1.645 2.580
C 1.454 -5.492 -2.291
C -3.469 -2.121 0.528
C 0.648 -3.505 0.718
C 1.960 -0.691 0.373
C -6.711 0.862 -4.823
C -1.323 3.985 0.376
C -4.574 0.537 -3.060
H -3.371 -0.472 2.836
H -1.251 -2.389 -5.517
H -5.724 3.953 1.844
H -1.616 4.914 -0.106
H -3.465 -0.087 -4.786
H -5.928 1.228 -1.552
H 2.521 -5.699 -2.396
H -0.513 4.171 1.080
H 2.361 -0.142 -5.728
H 2.358 1.297 3.582
H 0.715 -6.579 0.743
H -5.356 0.188 -6.344
H -5.934 -1.182 -1.386
H -1.618 -3.536 -3.194
H -0.167 -6.910 -1.928
H 0.364 -3.825 -1.617
H -0.948 3.302 -0.388
H -5.384 1.901 3.174
H -2.919 -2.719 1.232
H -3.845 4.915 0.567
H 2.019 -3.434 -1.669
H -5.486 -2.986 0.532
H 1.401 -7.450 -1.357
H -2.469 -2.002 -3.076
H -2.112 0.377 3.752
H 0.542 -1.350 -6.862
H -7.818 1.527 -3.107
H 0.008 2.974 -3.456
H 1.033 -5.373 -3.289
H 2.355 -4.838 0.246
H -1.342 -2.449 -1.804
H 3.514 -0.534 -2.729
H 2.473 0.828 -2.324
H 4.253 -0.175 2.788
H -3.802 0.443 4.288
H 3.318 0.786 -3.884
H -0.572 -5.648 -0.015
H 0.651 1.762 -1.143
H 3.929 -1.440 0.650
H -2.425 2.084 -4.126

---

Copy entry 1 word for word.
20
Properties=species:S:1:pos:R:3 method="wB97M-V/def2-TZVPD" de_lowest_ev=0.000 mol_weight_da=203.21
S -1.548 1.963 -1.263
F 0.658 -2.292 0.494
F -1.078 0.386 -3.780
O -0.472 2.969 -1.439
N 0.643 1.080 1.399
C -1.582 1.411 0.541
C 0.695 -2.027 -1.784
C -0.702 0.358 -1.569
C -0.564 0.339 0.875
C 0.278 -1.456 -2.978
C -0.339 -0.321 -0.455
C -0.491 -0.302 -2.764
C 0.356 -1.559 -0.571
H 1.019 -3.053 -1.949
H -1.268 2.421 0.994
H 1.326 0.417 1.470
H -2.639 1.233 0.725
H 0.203 -2.024 -3.907
H -0.811 -0.441 1.666
H 0.984 1.831 0.819

---

What did the third record say?
102
Properties=species:S:1:pos:R:3 method="wB97M-V/def2-TZVPD" de_lowest_ev=0.088 mol_weight_da=976.31 multiplicity=2
Ru -0.994 -0.482 0.188
Cl 0.104 -4.388 4.122
Cl -2.640 -3.468 4.024
Cl -0.634 -1.873 5.388
O 1.076 -3.225 1.836
O -0.306 -3.004 0.087
O 0.183 2.521 3.256
O 2.691 -2.172 -1.336
N -8.712 1.119 -6.394
N 0.958 0.075 0.809
N 1.300 -4.262 -1.510
N 0.715 -1.053 -1.613
N -1.116 1.472 1.704
N -1.243 0.800 -1.327
N -0.997 -1.403 1.964
N -2.872 -1.116 -0.174
C 1.586 -0.616 -5.144
C 0.645 -1.167 -2.989
C -5.020 -1.326 -0.849
C -3.712 3.991 1.112
C 0.560 -1.287 -5.784
C 1.650 -0.539 -3.765
C -4.415 0.277 -4.425
C -2.293 2.162 1.808
C 3.332 -0.094 2.235
C -5.471 0.421 -5.296
C -4.575 2.298 2.576
C -6.868 1.161 -3.466
C -2.241 0.891 -2.254
C 1.331 -4.664 -0.091
C -1.518 -2.496 -2.878
C -3.148 0.424 3.419
C -3.802 -0.624 -1.047
C -4.766 3.455 1.833
C 1.124 0.773 1.933
C -7.808 1.001 -5.696
C -4.790 -2.266 0.149
C -0.248 1.643 -1.724
C 0.006 1.690 2.368
C -0.438 -1.873 -5.027
C 3.162 -0.802 1.058
C 0.757 -6.582 -1.459
C -0.746 -2.170 2.795
C -0.913 -2.957 3.990
C -2.476 3.372 1.092
C 1.797 -1.362 -0.944
C -3.507 0.277 -2.102
C -0.420 -1.819 -3.641
C -1.845 1.797 -3.270
C 0.479 -5.931 -0.095
C -5.814 0.994 -2.600
C -0.580 2.256 -2.923
C 2.802 0.185 -3.139
C 2.299 0.716 2.675
C -3.358 1.645 2.580
C 1.454 -5.492 -2.291
C -3.469 -2.121 0.528
C 0.648 -3.505 0.718
C 1.960 -0.691 0.373
C -6.711 0.862 -4.823
C -1.323 3.985 0.376
C -4.574 0.537 -3.060
H -3.371 -0.472 2.836
H -1.251 -2.389 -5.517
H -5.724 3.953 1.844
H -1.616 4.914 -0.106
H -3.465 -0.087 -4.786
H -5.928 1.228 -1.552
H 2.521 -5.699 -2.396
H -0.513 4.171 1.080
H 2.361 -0.142 -5.728
H 2.358 1.297 3.582
H 0.715 -6.579 0.743
H -5.356 0.188 -6.344
H -5.934 -1.182 -1.386
H -1.618 -3.536 -3.194
H -0.167 -6.910 -1.928
H 0.364 -3.825 -1.617
H -0.948 3.302 -0.388
H -5.384 1.901 3.174
H -2.919 -2.719 1.232
H -3.845 4.915 0.567
H 2.019 -3.434 -1.669
H -5.486 -2.986 0.532
H 1.401 -7.450 -1.357
H -2.469 -2.002 -3.076
H -2.112 0.377 3.752
H 0.542 -1.350 -6.862
H -7.818 1.527 -3.107
H 0.008 2.974 -3.456
H 1.033 -5.373 -3.289
H 2.355 -4.838 0.246
H -1.342 -2.449 -1.804
H 3.514 -0.534 -2.729
H 2.473 0.828 -2.324
H 4.253 -0.175 2.788
H -3.802 0.443 4.288
H 3.318 0.786 -3.884
H -0.572 -5.648 -0.015
H 0.651 1.762 -1.143
H 3.929 -1.440 0.650
H -2.425 2.084 -4.126